ORCA calculation (ωB97M-V/def2-TZVPD) on a molecular structure, C33H24BiCl2F2N4O3SbSe4.

```
! wB97M-V def2-TZVPD RIJCOSX def2/J DEFGRID3
* xyz -2 1
Bi 0.3488 -0.8908 -0.2036
C -1.6711 4.4404 -0.2386
O -2.6520 3.4282 -0.5267
C -2.3338 2.3841 0.2856
N -1.4324 2.5311 1.1519
C -0.8716 3.8764 0.9641
C 0.6231 3.8183 0.7563
C 1.1636 2.8905 -0.1285
C 2.5369 2.7703 -0.2635
C 3.3826 3.5910 0.4705
C 2.8491 4.5375 1.3302
C 1.4712 4.6461 1.4767
C -3.1367 1.1564 0.0833
C -4.3212 1.1843 -0.6452
C -5.0522 0.0135 -0.7549
C -4.5752 -1.1429 -0.1581
C -3.3574 -1.0682 0.5060
N -2.6589 0.0505 0.6347
C -2.6931 -2.2747 1.0499
N -1.4450 -2.4158 1.1514
C -1.1748 -3.7378 1.7096
C -2.5936 -4.3457 1.8647
O -3.4958 -3.2969 1.4282
C -0.3751 -3.6401 2.9831
C 0.3156 -4.7633 3.4279
C 1.0870 -4.7030 4.5756
C 1.1929 -3.5087 5.2772
C 0.5241 -2.3836 4.8250
C -0.2659 -2.4486 3.6842
H -2.1990 5.3657 -0.0051
H -1.0494 4.5807 -1.1234
H -1.0654 4.4597 1.8686
H 0.4988 2.2178 -0.6603
H 2.9545 1.9964 -0.8938
H 4.4537 3.4538 0.4038
H 3.5051 5.1623 1.9244
H 1.0542 5.3494 2.1910
H -4.6376 2.1039 -1.1153
H -5.9792 -0.0020 -1.3137
H -5.0991 -2.0853 -0.2294
H -0.5877 -4.2976 0.9797
H -2.8319 -4.5971 2.8972
H -2.7561 -5.2094 1.2209
H 0.2917 -5.6725 2.8366
H 1.6564 -5.5686 4.8902
H 1.8476 -3.4428 6.1367
H 0.6618 -1.4310 5.3195
H -0.7205 -1.5460 3.2946
Cl -2.2390 2.6348 -3.7210
C -0.6311 1.9843 -3.9019
C 0.1108 2.3704 -5.0179
C 1.3702 1.8815 -5.2041
Cl 2.2803 2.3913 -6.6152
C 1.9378 0.9774 -4.2774
C 3.2362 0.4282 -4.4162
C 3.7074 -0.4373 -3.4819
C 2.8902 -0.7758 -2.3870
N 1.6892 -0.2819 -2.2285
C 1.1796 0.5936 -3.1491
C -0.1672 1.0929 -2.9209
O -0.8400 0.7496 -1.8975
H -0.3171 3.0644 -5.7285
H 3.8382 0.7152 -5.2679
H 4.7012 -0.8581 -3.5371
H 3.2481 -1.4529 -1.6229
F -1.0265 -3.5626 -1.4451
C -0.8855 -2.2113 -1.7644
F -0.3692 -2.2040 -3.0441
H -1.9070 -1.8203 -1.8550
Se 5.1562 -0.3799 0.2067
Sb 3.4781 -1.2751 1.7403
Se 1.9804 -2.8755 0.2489
Se 4.3588 -2.7000 3.4982
Se 1.8328 0.4154 2.4504
*
```

Results
- frontier orbital gap (eV) = 5.428
- ΔE to the lowest compared entry with this formula, charge and spin (eV) = 0.028
- HOMO energy (eV) = -1.5

ORCA calculation (ωB97M-V/def2-TZVPD) on a molecular structure, C27H44As3CoN4O5S at a distorted geometry.

```
! wB97M-V def2-TZVPD RIJCOSX def2/J DEFGRID3
* xyz -1 4
Co 2.2741 0.5765 0.4020
N 1.4821 0.6029 -1.7784
C 2.3516 1.5786 -2.4973
C 3.7653 1.2825 -1.9732
O 4.6700 1.4739 -2.8039
N 3.8314 0.8100 -0.7308
C 5.0787 0.5303 -0.1092
C 4.9156 0.4755 1.4070
O 5.8105 0.0668 2.1161
O 3.6805 0.6824 1.8142
H 1.6762 -0.3217 -2.1445
H 0.4637 0.7740 -2.0292
H 1.9410 2.5329 -2.2078
H 2.2727 1.4266 -3.5829
H 5.8658 1.1512 -0.4549
H 5.4225 -0.4638 -0.3981
C -0.1389 -0.1492 2.6018
As 0.8383 -1.2375 1.3044
C 1.8724 -2.5070 2.4254
C -0.6441 -2.1726 0.4612
C -0.4078 -3.4683 -0.3524
C 0.0248 -4.6412 0.5617
C 0.4975 -3.1558 -1.5207
As 2.4761 -2.9955 -1.0980
C 3.1314 -2.5603 -2.9193
C 2.8441 -4.9550 -1.2219
C -1.7248 -3.8850 -0.9889
As -2.6043 -2.9743 -2.5137
C -4.1754 -2.3383 -1.5174
C -1.7739 -1.2411 -2.7664
H -0.4215 -0.7071 3.5433
H -1.0720 0.0500 2.1427
H 0.3649 0.7736 2.8069
H 1.2017 -3.0255 3.1510
H 2.6462 -1.9364 2.9459
H 2.3538 -3.2410 1.7762
H -1.1919 -1.3207 -0.0409
H -1.3286 -2.4868 1.2689
H 0.8907 -4.4144 1.1904
H 0.2619 -5.5170 -0.0618
H -0.8435 -4.9001 1.2643
H 0.1677 -2.1673 -1.8199
H 0.4410 -3.8908 -2.3428
H 3.2104 -3.5114 -3.4508
H 4.1628 -2.1251 -2.8110
H 2.4727 -1.8126 -3.2965
H 2.1220 -5.3815 -1.9179
H 2.8044 -5.6295 -0.3658
H 3.8104 -5.0375 -1.6396
H -2.5320 -3.7953 -0.2277
H -1.7378 -4.9728 -1.2736
H -4.8833 -3.1103 -1.3442
H -4.7325 -1.6412 -2.1538
H -3.8826 -1.7025 -0.7196
H -1.0412 -1.2389 -3.5776
H -1.3476 -0.8147 -1.8759
H -2.5059 -0.4975 -3.0855
C -5.3364 4.5644 3.7986
C -4.5377 3.8792 2.6906
C -5.1238 3.3743 1.5281
C -4.3426 2.7191 0.5921
C -3.0346 2.5049 0.8002
C -2.4537 2.9878 1.9475
C -3.2118 3.6566 2.8994
S -2.0466 1.6669 -0.3518
O -2.2062 2.3624 -1.6209
O -2.5763 0.3643 -0.3401
N -0.5808 1.6859 0.2348
C 0.1921 2.7762 0.2274
C -0.1157 4.0982 -0.1897
C 0.7642 5.0886 -0.0519
C 2.0137 4.8522 0.4581
C 2.3029 3.5530 0.8779
N 1.4233 2.5586 0.7079
H -5.9801 3.8581 4.3738
H -6.0038 5.3207 3.4113
H -4.6896 5.0081 4.5979
H -6.1397 3.5872 1.4277
H -4.7722 2.3144 -0.3387
H -1.3700 2.8708 2.1133
H -2.6422 4.0478 3.6987
H -1.0542 4.3575 -0.5659
H 0.4923 6.0651 -0.3388
H 2.6357 5.7267 0.5307
H 3.2864 3.3075 1.3122
*
```

Results
- frontier orbital gap (spin up / spin down) (eV) = 7.495 / 7.736
- ΔE to the lowest compared entry with this formula, charge and spin (eV) = 0.000
- HOMO energy (spin up / spin down) (eV) = -5.2 / -5.4

ORCA calculation (ωB97M-V/def2-TZVPD) on a gas-phase ion, CH5N2S (charge +1) at a distorted geometry.

```
! wB97M-V def2-TZVPD RIJCOSX def2/J DEFGRID3
* xyz 1 1
C 0.2475 0.4090 0.5367
N -0.9452 -0.3578 0.0080
N 1.3207 0.3926 -0.1316
S 2.7458 1.1827 0.2330
H -0.0639 0.8522 1.4105
H -1.0986 -1.1273 0.5925
H -1.6668 0.3935 -0.0404
H -0.7130 -0.6936 -0.9704
H 3.5071 0.7439 -0.7482
*
```

Results
- SMILES = [NH3+]/C=N/S
- frontier orbital gap (eV) = 9.989
- ΔE to the lowest compared entry with this formula, charge and spin (eV) = 1.354
- HOMO energy (eV) = -13.9

ORCA calculation (ωB97M-V/def2-TZVPD) on a molecular structure, C2H2Br3N at a distorted geometry.

```
! wB97M-V def2-TZVPD RIJCOSX def2/J DEFGRID3
* xyz 0 1
C -0.0247 0.1786 -0.6217
C 1.5602 0.2500 0.4838
N -1.0319 0.4747 0.0001
Br 0.3264 -0.5335 -2.3284
Br 1.3506 1.7099 1.6786
Br 3.0407 0.4398 -0.7001
H 1.5867 -0.6996 1.0036
H -1.9697 0.4108 -0.3755
*
```

Results
- frontier orbital gap (eV) = 10.135
- ΔE to the lowest compared entry with this formula, charge and spin (eV) = 0.598
- HOMO energy (eV) = -9.7

ORCA calculation (ωB97M-V/def2-TZVPD) on a molecular structure, C4H4O2Y at a distorted geometry.

```
! wB97M-V def2-TZVPD RIJCOSX def2/J DEFGRID3
* xyz 1 1
H 1.1364 0.9478 1.2927
O 2.6280 1.0222 1.1292
C 2.3862 0.2088 0.1678
C 0.9811 -0.0296 0.2360
C -0.0065 -0.1409 -0.6518
C -1.3932 -0.1593 -0.1753
O -2.3557 -0.1524 -0.9281
Y -5.0236 -0.6611 -0.3334
H 3.0222 -0.6877 0.0777
H 0.1579 -0.0191 -1.7268
H -1.5328 -0.3287 0.9121
*
```

Results
- frontier orbital gap (spin up / spin down) (eV) = 6.058 / 6.059
- ΔE to the lowest compared entry with this formula, charge and spin (eV) = 5.477
- HOMO energy (spin up / spin down) (eV) = -11.2 / -11.2

ORCA calculation (ωB97M-V/def2-TZVPD) on 2 unconnected molecules or ions with the total composition C5H11NO2 at a distorted geometry.

```
! wB97M-V def2-TZVPD RIJCOSX def2/J DEFGRID3
* xyz 0 1
O -2.0097 -0.5127 -0.9975
C -2.6749 -0.1892 0.0898
N -2.2262 0.3440 1.2149
C -0.8894 0.8003 1.3508
C 1.8576 -0.9808 -0.0311
C 1.5918 -1.2411 -1.5116
O 1.6642 0.2497 0.2927
C -0.3989 1.8138 0.3093
H -3.7233 -0.4825 0.1787
H 0.5519 2.1996 0.7021
H -0.2951 -0.1041 1.3176
H 1.2165 -1.8228 0.5525
H 2.3590 -0.7765 -2.0898
H 1.6179 -2.3424 -1.5452
H 0.6225 -0.8950 -1.9447
H 2.9199 -1.2895 0.1071
H -1.0524 2.6734 0.2735
H -0.3180 1.3584 -0.6293
H -0.8133 1.1973 2.3602
*
```

Results
- frontier orbital gap (eV) = 4.104
- ΔE to the lowest compared entry with this formula, charge and spin (eV) = 8.511
- HOMO energy (eV) = -8.8

ORCA calculation (ωB97M-V/def2-TZVPD) on C6H7BrN2O3 in the gas phase at a distorted geometry.

```
! wB97M-V def2-TZVPD RIJCOSX def2/J DEFGRID3
* xyz 0 1
C -0.5433 -0.3243 -0.8182
C -0.5567 -1.1807 0.2155
C 0.0370 0.9913 -0.7673
C 0.1164 -0.8872 1.4912
C 1.2758 0.0842 1.2913
C -0.3049 1.9922 -1.7767
N 0.7791 1.3289 0.2408
N -1.1339 -2.4674 0.1527
O 1.3657 2.3689 0.4347
O -1.7335 -2.8029 -0.8195
O -1.0421 -3.1207 1.2127
Br 2.6495 -0.8870 0.3825
H -1.2469 -0.2763 -1.6057
H -0.6596 -0.6481 2.3510
H 0.5146 -1.7295 1.9582
H 1.7429 0.6183 2.1583
H 0.6199 2.4031 -2.1506
H -0.8302 2.9962 -1.4106
H -1.0498 1.5410 -2.5402
*
```

Results
- frontier orbital gap (spin up / spin down) (eV) = 7.513 / 7.512
- ΔE to the lowest compared entry with this formula, charge and spin (eV) = 5.121
- HOMO energy (spin up / spin down) (eV) = -8.9 / -8.9

ORCA calculation (ωB97M-V/def2-TZVPD) on C5H7NOS in the gas phase at a distorted geometry.

```
! wB97M-V def2-TZVPD RIJCOSX def2/J DEFGRID3
* xyz 0 1
C 0.6875 -0.5530 -0.2411
C -1.3060 -1.2191 0.2904
C 0.3026 0.8787 0.1083
C -1.1707 0.9031 0.4835
C 2.1634 -0.8190 -0.5606
N -0.1598 -1.4982 -0.1978
O -2.3367 -1.7157 0.5299
S -2.4142 1.7537 -0.5423
H 0.9290 1.0050 1.0586
H 0.6250 1.5417 -0.6511
H -1.5244 1.0172 1.4743
H 2.2674 -1.8208 -0.8441
H 2.8007 -0.7497 0.3326
H 2.6447 -0.1823 -1.4075
H -3.5085 1.4585 0.1667
*
```

Results
- frontier orbital gap (eV) = 7.232
- ΔE to the lowest compared entry with this formula, charge and spin (eV) = 2.802
- HOMO energy (eV) = -7.5

Number 1: DFT total energy -350961.39222 eV. Number 2: DFT total energy -275890.53308 eV. Number 3: DFT total energy -14925.11174 eV. Number 4: DFT total energy -213722.12185 eV. Number 5: DFT total energy -9335.87066 eV. Number 6: DFT total energy -10940.75607 eV. Number 7: DFT total energy -85494.23149 eV. Number 8: DFT total energy -19668.80114 eV.